18
Properties=species:S:1:pos:R:3:forces:R:3:nbo_charge:R:1 method="wB97M-V/def2-TZVPD" charge=-1 homo_energy_ev=-3.2 largest_force_ev_per_a=1.06 orbital_gap_ev=6.91 relative_energy_kj_mol=206.24
C -0.773736 -0.670973 -0.586772 -0.32 0.83 -0.08 -0.02
O -1.631115 -0.729797 -1.637014 0.12 -0.43 -0.06 -0.94
C -0.856409 0.680018 0.144458 -0.27 0.77 -0.09 -0.40
C 0.081584 0.826727 1.346806 -0.16 -0.60 0.59 -0.45
C 1.541455 0.731956 1.059583 0.17 -0.15 0.10 -0.12
C 2.441265 1.663961 1.335371 -0.28 0.86 -0.57 -0.46
H 0.301197 -0.721297 -0.875536 0.03 -0.51 -0.07 0.09
H -0.973825 -1.451875 0.180024 0.27 -0.17 0.11 0.09
H -0.720696 1.485037 -0.589670 0.42 -0.14 -0.04 0.19
H -1.877120 0.881096 0.484893 -0.13 -0.39 0.15 0.18
H -0.158778 -0.021436 1.996089 -0.06 -0.14 0.15 0.20
H -0.136543 1.707027 1.959600 0.08 0.20 -0.24 0.19
H 1.896999 -0.199677 0.635262 -0.14 0.01 -0.35 0.20
H 2.114917 2.601781 1.782946 0.09 -0.03 0.00 0.17
H 3.425548 1.668096 0.882859 0.23 -0.34 0.47 0.19
H -2.093757 -3.348186 -2.946937 0.07 0.01 0.00 0.43
H -1.374268 -2.113408 -2.322222 0.02 0.26 -0.22 0.51
O -1.206720 -2.989042 -2.849736 -0.15 -0.05 0.16 -1.04

=====

29
Properties=species:S:1:pos:R:3:forces:R:3:nbo_charge:R:1 method="wB97M-V/def2-TZVPD" charge=-1 homo_energy_ev=-5.3 largest_force_ev_per_a=1.97 orbital_gap_ev=8.84 relative_energy_kj_mol=186.60
C 0.382501 0.435485 2.185907 0.86 -0.43 1.71 -0.08
O 1.474620 -0.463141 2.366757 0.00 -1.13 0.04 -0.76
C -0.704551 0.095129 1.152994 0.77 1.13 -0.39 -0.09
C -1.156948 1.438231 0.507805 -0.37 -1.28 -0.49 -0.50
C -0.183988 1.868328 -0.567868 -0.87 1.35 -0.40 0.65
N -0.274932 1.181173 -1.712659 0.18 -0.55 -0.02 -0.90
O 0.518890 2.875514 -0.399689 0.53 -0.48 0.21 -0.70
N -1.906647 -0.565043 1.649161 0.09 0.23 -0.03 -0.83
H 0.825531 1.437736 2.168214 -0.49 0.11 -0.79 0.19
H -0.043841 0.340535 3.196954 -0.51 0.37 -0.23 0.16
H -0.255431 -0.537409 0.381678 -0.02 0.12 -0.02 0.23
H -1.377001 2.230269 1.220411 0.43 0.03 0.22 0.21
H -2.101928 1.198474 0.023199 -0.17 0.09 -0.21 0.22
H 0.560378 1.255902 -2.273378 -0.15 0.59 -0.41 0.35
H -1.075896 0.287073 -1.951195 0.60 -0.43 0.65 0.46
H -2.410370 0.161639 2.145710 -0.27 -0.39 0.36 0.34
H -1.676951 -1.324002 2.277599 -0.02 0.05 0.17 0.36
H 1.347851 -2.083717 -1.897829 0.24 0.06 0.62 0.51
H -0.486896 -3.178206 -0.724005 0.01 -0.05 0.12 0.47
O -0.075773 -2.724715 -1.458732 -0.08 -0.42 -0.16 -1.04
H 1.480965 -0.649326 -2.296027 0.01 0.13 0.03 0.46
H 2.896360 0.052955 -0.526577 0.23 -0.40 0.43 0.49
O 2.010183 -1.353074 -1.909068 0.41 0.16 -0.55 -1.00
H -0.664038 -1.904844 -1.638857 -0.58 -0.15 -0.02 0.51
H -2.197396 -0.726935 -1.102656 -0.14 -0.24 0.03 0.45
O -1.711637 -0.851930 -1.925389 -0.15 0.57 -0.20 -1.12
H 2.043875 1.199174 -0.579865 -0.25 0.81 0.61 0.48
H 2.106326 -0.493536 1.636781 -0.51 0.69 -0.32 0.49
O 2.656746 0.798260 0.050624 0.24 -0.53 -0.96 -0.97

=====

13
Properties=species:S:1:pos:R:3:forces:R:3:nbo_charge:R:1 method="wB97M-V/def2-TZVPD" charge=0 homo_energy_ev=-8.5 largest_force_ev_per_a=4.20 orbital_gap_ev=9.03 relative_energy_kj_mol=297.02
C -0.263072 0.009756 0.286259 -0.55 -3.38 -1.74 0.50
C 2.125471 -0.581965 -0.164145 -2.73 -2.04 -2.45 -0.41
N -0.709607 -1.212954 -0.081144 2.85 2.85 0.67 -0.24
N -1.244745 0.919441 0.580533 -0.69 -0.23 0.73 -0.84
N 1.073789 0.267870 0.352703 0.45 0.88 0.70 -0.59
O -3.283484 0.936892 -0.820105 -0.74 0.51 -1.32 -0.92
O -2.066135 -1.231924 0.044938 -2.12 0.63 0.62 -0.56
S -2.823493 0.244268 0.337256 1.46 -0.82 0.70 1.63
H 2.980104 -0.609357 0.418466 1.59 0.39 1.35 0.20
H 1.732107 -1.646733 -0.210969 0.55 1.32 -0.26 0.24
H 2.334609 -0.179819 -1.185443 0.28 -0.90 0.56 0.19
H -1.245188 1.899985 0.327075 0.46 -0.13 0.01 0.42
H 1.389645 1.184544 0.114582 -0.79 0.93 0.42 0.38

=====

15
Properties=species:S:1:pos:R:3:forces:R:3:nbo_charge:R:1 method="wB97M-V/def2-TZVPD" charge=0 homo_energy_ev=-9.5 largest_force_ev_per_a=0.36 smiles=C1C[C@H]2N[C@@H]12.O orbital_gap_ev=10.48 relative_energy_kj_mol=258.79
C -0.475175 0.375045 1.026136 -0.27 0.16 0.02 -0.42
C 0.901446 -0.309346 0.784056 0.30 -0.14 0.02 -0.40
C 1.117465 0.621852 -0.408239 0.33 -0.04 0.04 -0.09
N -0.002105 0.358088 -1.329499 -0.03 0.00 -0.18 -0.63
C -0.194588 1.267190 -0.185069 -0.20 0.27 0.13 -0.09
H -1.366142 -0.251229 0.925152 0.16 0.18 0.13 0.23
H -0.497397 0.935329 1.964787 -0.01 -0.11 -0.15 0.21
H 1.604030 -0.137028 1.602819 -0.09 -0.02 -0.12 0.22
H 0.898025 -1.373090 0.524464 0.04 0.16 0.09 0.20
H 2.051032 1.037925 -0.774037 -0.18 -0.08 0.03 0.21
H 0.134052 0.920655 -2.168204 -0.03 -0.08 0.13 0.37
H -0.503213 2.294909 -0.345841 0.05 -0.17 0.00 0.21
O -1.585134 -2.085905 -0.620297 0.16 -0.01 -0.06 -0.96
H -0.999949 -2.318517 0.109975 -0.16 -0.08 -0.13 0.45
H -1.104164 -1.363602 -1.067546 -0.07 -0.05 0.04 0.49

=====

16
Properties=species:S:1:pos:R:3:forces:R:3:nbo_charge:R:1 method="wB97M-V/def2-TZVPD" charge=0 homo_energy_ev=-8.7 largest_force_ev_per_a=4.11 orbital_gap_ev=9.28 relative_energy_kj_mol=633.17
N -1.938731 1.245557 -0.073611 0.45 3.44 -0.36 -0.34
O -1.897079 0.582185 -1.234255 0.41 -0.23 -0.47 -0.71
H -2.521800 0.794390 0.568983 -1.00 -1.26 1.67 0.36
H -1.024165 1.478477 0.418701 -0.68 -0.62 -0.75 0.36
H -2.422748 2.215536 -0.158905 0.89 -1.34 -0.09 0.34
C 2.119573 1.471512 1.270207 1.89 3.00 0.14 -0.22
C 1.542025 0.442131 1.203361 -1.31 -1.63 0.06 -0.06
C 0.849978 -0.785918 1.366477 0.11 -1.73 3.73 -0.34
C 0.567199 -1.705625 0.472966 -1.54 -1.34 -2.95 -0.09
C 0.610543 -1.472121 -1.045852 2.98 -2.64 0.31 -0.68
H 2.725240 2.383898 1.360040 -0.78 -1.04 -0.22 0.25
H 0.710803 -1.161991 2.479260 0.31 1.21 -2.12 0.23
H 0.085342 -2.745082 0.650329 0.96 2.10 0.58 0.21
H 0.612580 -2.506117 -1.494697 -0.08 1.02 0.15 0.20
H 1.527371 -0.988650 -1.469599 -0.58 -0.16 0.81 0.22
H -0.203628 -0.962186 -1.419005 -2.04 1.22 -0.50 0.27

=====

The records above give, respectively, total energy values of -347.57111; -723.62625; -792.05209; -287.73388; -325.69639 hartree.